Arrangement P

# C9H12N2OS

The molecule C9H12N2OS (ωB97M-V/def2-TZVPD, OMol25).

As for the HOMO energy: -7.75 eV. The HOMO-LUMO gap is 7.060 eV.

The geometry in ORCA input format:
```
! RIJCOSX wB97M-V def2-TZVPD def2/J DEFGRID3
* xyz 0 1
O 2.681 -3.298 -2.563
N -1.260 -0.386 1.499
S 1.487 -3.694 -1.884
C 0.238 -2.523 -2.028
C -1.959 -1.424 0.990
C -0.147 0.005 0.844
C -1.481 -2.098 -0.181
C 0.466 -0.719 -0.155
C -0.155 -1.850 -0.706
N -0.320 -1.874 -3.170
C 0.628 3.639 1.522
C 0.641 1.109 1.493
C -0.100 2.357 1.101
H -2.813 -1.683 1.528
H -2.040 -2.917 -0.610
H 1.467 -0.467 -0.435
H -0.746 -0.955 -3.057
H 0.096 -2.062 -4.082
H 0.599 3.827 2.610
H 0.229 4.570 0.992
H 1.623 3.566 1.074
H 0.487 0.991 2.547
H 1.684 1.008 1.159
H -1.150 2.395 1.456
H -0.156 2.484 0.057
*
```



Arrangement Q

# C9H12N2OS

The molecule C9H12N2OS (ωB97M-V/def2-TZVPD, OMol25).

As for the HOMO energy: -8.16 eV. The HOMO-LUMO gap is 8.637 eV. Its structure (SMILES) is C=CCNc1nc(C)c(C(C)=O)s1.

The geometry in ORCA input format:
```
! RIJCOSX wB97M-V def2-TZVPD def2/J DEFGRID3
* xyz 0 1
C 2.388 -2.760 -4.282
C 1.730 -2.660 -3.099
C 0.724 -1.536 -2.871
N 1.085 -1.054 -1.538
C 0.225 -0.784 -0.552
N 0.730 0.099 0.257
C -0.098 0.334 1.352
C 0.372 1.352 2.344
C -1.282 -0.414 1.378
C -2.285 -0.428 2.414
C -3.507 -1.359 2.281
O -2.214 0.341 3.374
S -1.389 -1.376 -0.123
H 3.095 -3.582 -4.427
H 2.183 -2.061 -5.113
H 1.892 -3.326 -2.261
H 0.876 -0.753 -3.607
H -0.258 -1.908 -2.938
H 1.911 -0.471 -1.463
H 0.167 1.083 3.377
H 1.449 1.444 2.264
H -0.120 2.333 2.143
H -3.194 -2.361 1.979
H -4.218 -0.948 1.529
H -4.079 -1.375 3.214
*
```



Computed relative energies in units of eV: arrangement P 2.013; arrangement Q 0.000



Arrangement P

# C8H12O2

A cluster of 2 separate species, C8H12O2 in total (ωB97M-V/def2-TZVPD, OMol25).

As for the HOMO energy: -8.44 eV. The HOMO-LUMO gap is 9.272 eV. Its structure (SMILES) is Cc1ccoc1.C=C(C)O.

The geometry in ORCA input format:
```
! RIJCOSX wB97M-V def2-TZVPD def2/J DEFGRID3
* xyz 0 1
C -2.400 -1.803 0.059
C -1.905 -0.414 -0.147
C -1.966 0.659 0.783
C -1.378 1.724 0.176
O -0.957 1.393 -1.054
C -1.275 0.099 -1.241
H -3.170 -1.818 0.825
H -2.808 -2.206 -0.866
H -1.581 -2.445 0.382
H -2.393 0.628 1.767
H -1.200 2.729 0.502
H -1.026 -0.332 -2.192
C 3.003 0.014 -0.966
C 2.111 -0.068 0.012
C 1.887 0.987 1.049
O 1.312 -1.158 0.205
H 3.146 -0.782 -1.678
H 3.621 0.883 -1.082
H 2.494 0.779 1.930
H 2.152 1.967 0.663
H 0.841 0.981 1.349
H 1.490 -1.817 -0.476
*
```



Arrangement Q

# C8H12O2

A cluster of 2 separate species, C8H12O2 in total (ωB97M-V/def2-TZVPD, OMol25).

As for the HOMO energy (spin up / spin down): -8.56 / -8.56 eV. The HOMO-LUMO gap (spin up / spin down) is 7.765 / 7.766 eV. Its structure (SMILES) is C=C1OC1=O.CC=C(C)C.

The geometry in ORCA input format:
```
! RIJCOSX wB97M-V def2-TZVPD def2/J DEFGRID3
* xyz 0 1
C -2.297 1.391 0.418
C -1.915 0.171 0.029
O -2.344 -0.799 -0.807
C -1.395 -1.180 0.505
O -1.534 -1.899 1.431
H -1.852 1.850 1.285
H -2.973 1.977 -0.188
C 1.514 -1.828 0.769
C 0.573 -1.168 -0.200
C 0.502 0.238 -0.413
C 0.424 0.795 -1.802
C 1.001 1.171 0.656
H 1.050 -1.903 1.754
H 2.445 -1.275 0.884
H 1.751 -2.845 0.459
H 0.420 -1.751 -1.104
H -0.060 0.088 -2.474
H 1.431 1.036 -2.154
H -0.167 1.711 -1.811
H 2.094 1.162 0.672
H 0.646 0.868 1.641
H 0.685 2.191 0.450
*
```



Computed relative energies in units of eV: arrangement P 0.000; arrangement Q 3.700



Arrangement P

# C2H14N2O3

A cluster of 4 separate species, C2H14N2O3 in total (ωB97M-V/def2-TZVPD, OMol25).

As for the HOMO energy: -9.79 eV. The HOMO-LUMO gap is 10.578 eV. Its structure (SMILES) is NCCN.O.O.O.

The geometry in ORCA input format:
```
! RIJCOSX wB97M-V def2-TZVPD def2/J DEFGRID3
* xyz 0 1
N -1.302 -0.555 1.371
C -0.202 -0.943 0.454
C -0.680 -0.705 -0.967
N 0.419 -0.269 -1.855
H -1.236 -1.022 2.265
H -2.223 -0.815 1.063
H 0.014 -1.986 0.654
H 0.680 -0.342 0.667
H -1.028 -1.613 -1.452
H -1.438 0.066 -0.985
H 0.099 -0.226 -2.816
H 0.891 0.618 -1.712
O 1.745 -2.689 -1.101
H 1.546 -1.772 -1.375
H 2.245 -3.074 -1.824
O 2.001 3.248 0.570
H 2.626 2.890 1.208
H 1.121 2.940 0.809
O -1.533 2.296 1.615
H -2.405 2.612 1.831
H -1.339 1.342 1.578
*
```



Arrangement Q

# C2H14N2O3

A cluster of 4 separate species, C2H14N2O3 in total (ωB97M-V/def2-TZVPD, OMol25).

As for the HOMO energy: -9.88 eV. The HOMO-LUMO gap is 10.759 eV. Its structure (SMILES) is NCCN.O.O.O.

The geometry in ORCA input format:
```
! RIJCOSX wB97M-V def2-TZVPD def2/J DEFGRID3
* xyz 0 1
N 0.370 0.998 -1.704
C -0.042 0.877 -0.286
C -0.887 -0.349 -0.072
N -1.160 -0.520 1.370
H 0.940 1.843 -1.792
H -0.467 1.169 -2.255
H -0.558 1.774 0.059
H 0.856 0.803 0.333
H -1.838 -0.247 -0.604
H -0.399 -1.242 -0.476
H -1.742 -1.334 1.502
H -0.264 -0.788 1.785
O -2.596 1.904 1.498
H -2.126 1.073 1.688
H -2.835 2.246 2.373
O 1.982 -1.593 1.002
H 2.817 -1.776 1.388
H 2.181 -1.488 0.059
O 2.246 -1.109 -1.746
H 1.973 -1.825 -2.320
H 1.547 -0.416 -1.801
*
```



Arrangement R

# C2H14N2O3

A cluster of 4 separate species, C2H14N2O3 in total (ωB97M-V/def2-TZVPD, OMol25).

As for the HOMO energy: -9.12 eV. The HOMO-LUMO gap is 9.849 eV. Its structure (SMILES) is CNCN.O.O.O.

The geometry in ORCA input format:
```
! RIJCOSX wB97M-V def2-TZVPD def2/J DEFGRID3
* xyz 0 1
C -0.407 0.684 1.163
N 0.700 1.464 0.605
C 0.669 2.916 0.585
N 0.455 3.497 -0.721
H -1.008 0.192 0.412
H 0.056 -0.105 1.782
H -0.799 1.182 2.050
H 1.562 1.072 0.947
H 1.657 3.281 0.896
H -0.054 3.308 1.280
H 1.219 3.530 -1.363
H -0.491 3.612 -1.023
O 0.392 -0.363 -1.779
H 0.774 -0.080 -2.623
H 0.360 0.536 -1.396
O -1.173 -5.501 0.830
H -0.978 -6.438 0.897
H -0.846 -5.180 -0.017
O -0.908 -2.853 -0.820
H -0.469 -2.506 -1.605
H -0.713 -2.248 -0.100
*
```



Computed relative energies in units of eV: arrangement P 0.785; arrangement Q 0.000; arrangement R 1.497



Arrangement P

# C2H8NOS

A cluster of 2 separate species, C2H8NOS in total (ωB97M-V/def2-TZVPD, OMol25).

As for the HOMO energy (spin up / spin down): -12.63 / -12.81 eV. The HOMO-LUMO gap (spin up / spin down) is 7.960 / 8.567 eV.

The geometry in ORCA input format:
```
! RIJCOSX wB97M-V def2-TZVPD def2/J DEFGRID3
* xyz 1 1
C -1.643 -1.135 0.007
C 0.405 -0.039 -0.528
N 1.383 0.755 0.328
O -0.650 -0.344 0.149
S 1.070 -0.985 -1.845
H -1.509 1.988 0.688
H -2.415 -0.997 0.767
H -1.814 -1.802 -0.803
H -1.508 1.249 0.732
H 1.750 1.646 -0.069
H 2.236 0.150 0.558
H 0.753 1.239 1.051
H 1.942 -1.727 -1.036
*
```



Arrangement Q

# C2H8NOS

A cluster of 2 separate species, C2H8NOS in total (ωB97M-V/def2-TZVPD, OMol25).

As for the HOMO energy: -14.41 eV. The HOMO-LUMO gap is 10.816 eV.

The geometry in ORCA input format:
```
! RIJCOSX wB97M-V def2-TZVPD def2/J DEFGRID3
* xyz 1 1
C -1.917 -0.192 -0.675
C 1.923 -0.309 0.069
N -1.109 0.284 0.596
O 1.388 0.785 0.386
S 3.520 -0.374 -0.372
H -1.564 0.436 -1.500
H -2.987 -0.163 -0.356
H -1.633 -1.277 -0.776
H 1.350 -1.224 -0.139
H -1.168 -0.403 1.374
H -1.478 1.096 1.007
H -0.092 0.401 0.608
H 3.764 0.940 -0.221
*
```



Computed relative energies in units of eV: arrangement P 4.688; arrangement Q 0.000



Arrangement P

# C5H9ClN2

The molecule C5H9ClN2 (ωB97M-V/def2-TZVPD, OMol25).

As for the HOMO energy: -9.53 eV. The HOMO-LUMO gap is 10.523 eV. Its structure (SMILES) is N[C@H]1C[C@H]2N[C@H]2[C@@H]1Cl.

The geometry in ORCA input format:
```
! RIJCOSX wB97M-V def2-TZVPD def2/J DEFGRID3
* xyz 0 1
N 1.414 -0.030 1.930
C 0.627 -0.508 0.797
C -0.619 -1.255 1.215
C -1.562 -1.211 -0.019
N -2.397 -0.069 -0.390
C -1.053 -0.178 -0.930
C 0.094 0.546 -0.214
Cl 1.454 1.161 -1.291
H 2.203 0.459 1.531
H 0.910 0.613 2.543
H 1.223 -1.157 0.179
H -1.100 -0.702 2.047
H -0.386 -2.227 1.566
H -1.983 -2.158 -0.354
H -2.434 0.639 0.327
H -0.911 -0.335 -1.984
H -0.283 1.469 0.219
*
```



Arrangement Q

# C5H9ClN2

The molecule C5H9ClN2 (ωB97M-V/def2-TZVPD, OMol25).

As for the HOMO energy: -8.41 eV. The HOMO-LUMO gap is 9.182 eV. Its structure (SMILES) is [H]/N=C\N(C)/C=C(/C)Cl.

The geometry in ORCA input format:
```
! RIJCOSX wB97M-V def2-TZVPD def2/J DEFGRID3
* xyz 0 1
H -1.806 1.585 -1.072
N -2.606 0.975 -0.882
C -2.233 -0.120 -0.387
N -0.940 -0.532 -0.024
C -0.718 -1.905 0.398
C 0.042 0.440 0.110
C 1.358 0.350 -0.124
C 2.345 1.434 0.179
Cl 2.076 -1.091 -0.802
H -2.952 -0.907 -0.213
H -0.388 -2.541 -0.401
H 0.021 -1.937 1.179
H -1.666 -2.297 0.788
H -0.316 1.411 0.470
H 1.851 2.334 0.554
H 2.898 1.708 -0.711
H 3.035 1.092 0.938
*
```



Computed relative energies in units of eV: arrangement P 0.226; arrangement Q 0.000